Entry 1:
C29H47F5N4OSnTe as an isolated structure at a distorted geometry. Source: the OMol25 dataset; level of theory: ωB97M-V with the def2-TZVPD basis set.

The total charge is -2. The value obtained for the frontier orbital gap is 2.959 eV. The value obtained for the lowest unoccupied orbital energy is 4.34 eV.

Atoms and positions in Å:
Sn1 0.000 0.000 0.000
C1 -1.312 2.365 -3.358
C2 -0.338 1.065 -1.762
N1 -1.473 1.752 -2.125
H1 0.438 2.368 -4.689
N2 0.525 1.278 -2.816
H2 -2.081 2.952 -3.828
C3 -0.355 -1.787 -0.948
C4 -0.137 -3.030 -0.322
C5 -0.376 -4.246 -0.965
C6 -0.843 -4.295 -2.282
C7 -1.069 -3.072 -2.919
C8 -0.833 -1.858 -2.271
H3 0.238 -3.066 0.696
H4 -0.192 -5.176 -0.427
H5 -1.444 -3.062 -3.943
H6 -1.045 -0.947 -2.820
C9 -1.068 -5.608 -2.991
H7 -1.535 -5.456 -3.970
H8 -1.710 -6.272 -2.404
H9 -0.119 -6.135 -3.160
C10 -2.761 1.850 -1.349
C11 -3.695 2.864 -2.024
C12 -3.444 0.478 -1.353
H10 -4.037 2.525 -3.007
H11 -4.577 2.972 -1.387
H12 -3.228 3.850 -2.120
H13 -3.370 2.701 0.536
H14 -1.726 3.172 0.026
H15 -2.722 -0.322 -1.185
C13 -2.448 2.350 0.062
H16 -3.930 0.298 -2.317
H17 -4.204 0.447 -0.565
H18 -2.008 1.557 0.668
C14 -0.065 2.074 -3.786
C15 2.042 -0.578 -3.457
H19 1.347 -0.727 -4.287
H20 3.060 -0.778 -3.806
C16 1.968 0.853 -2.927
H21 3.571 0.460 -1.532
C17 2.697 1.766 -3.924
H22 2.518 2.827 -3.728
H23 1.789 -1.291 -2.669
H24 1.964 0.598 -0.761
H25 2.426 1.536 -4.960
H26 3.770 1.589 -3.809
C18 2.615 0.993 -1.544
H27 2.802 2.049 -1.324
C19 0.109 -1.862 3.893
N3 -0.526 -1.226 2.839
H28 2.212 -2.477 4.083
N4 1.551 -1.478 2.275
H29 -0.396 -2.146 4.798
C20 -1.969 -0.796 2.941
C21 -2.676 -1.624 4.025
C22 -1.999 0.686 3.335
H30 -2.374 -1.333 5.036
H31 -3.749 -1.432 3.936
H32 -2.511 -2.697 3.889
H33 -3.662 -0.581 1.633
H34 -2.803 -2.127 1.436
H35 -1.175 1.235 2.874
C23 -2.676 -1.055 1.612
H36 -1.902 0.786 4.421
H37 -2.953 1.126 3.028
H38 -2.098 -0.641 0.784
C24 1.403 -2.024 3.540
C25 3.451 -0.076 1.560
H39 3.836 0.175 2.552
H40 4.267 -0.013 0.832
C26 2.872 -1.491 1.551
H41 3.597 -2.000 -0.419
C27 3.852 -2.418 2.283
H42 3.453 -3.430 2.408
H43 2.687 0.661 1.311
H44 1.904 -1.448 -0.400
H45 4.143 -2.017 3.260
H46 4.754 -2.492 1.669
C28 2.653 -2.033 0.134
H47 2.305 -3.071 0.174
C29 0.358 -0.970 1.812
F1 2.952 2.843 1.898
Te1 1.000 3.280 1.831
F2 1.494 5.199 2.150
F3 -0.907 3.862 1.933
F4 0.864 2.955 3.810
F5 1.124 3.627 -0.136
O1 0.506 1.291 1.497

=====

Entry 2:
C29H48BrCoNOP2 as an isolated structure at a distorted geometry. Source: the OMol25 dataset; level of theory: ωB97M-V with the def2-TZVPD basis set.

The total charge is +2. The value obtained for the frontier orbital gap (alpha / beta) is 8.098 / 5.124 eV. The value obtained for the lowest unoccupied orbital energy (alpha / beta) is -5.65 / -8.62 eV. Its spin multiplicity is 4. The expectation value of S² is 3.767.

Atoms and positions in Å:
C1 2.027 3.990 -0.532
C2 1.083 3.346 -1.369
C3 1.285 3.262 -2.755
C4 2.248 4.118 -3.278
N1 3.018 4.844 -2.500
C5 2.944 4.806 -1.188
C6 -0.148 2.917 -0.842
C7 -0.801 2.315 0.007
C8 -2.023 2.312 0.729
C9 -2.607 1.207 1.375
C10 -3.927 1.155 1.768
C11 -4.659 2.252 1.445
C12 -4.135 3.468 0.967
C13 -2.780 3.503 0.622
Co1 -1.735 -1.109 1.670
P1 1.675 -0.403 -0.036
H1 0.654 2.622 -3.375
H2 1.959 3.921 0.558
H3 2.332 4.188 -4.350
H4 3.593 5.429 -0.597
H5 -2.320 4.375 0.176
H6 -2.202 0.251 1.696
H7 -4.799 4.324 0.849
H8 -4.328 0.237 2.194
C14 2.351 -2.119 0.262
C15 3.593 -2.603 -0.485
H9 1.516 -2.793 0.004
H10 2.513 -2.210 1.348
H11 3.775 -3.644 -0.189
H12 3.470 -2.606 -1.574
H13 4.504 -2.049 -0.234
C16 2.140 -0.125 -1.828
C17 3.521 0.368 -2.257
H14 1.393 0.615 -2.160
H15 1.932 -1.070 -2.353
H16 3.522 0.450 -3.353
H17 3.768 1.370 -1.878
H18 4.338 -0.325 -2.012
C18 2.907 0.693 0.815
C19 4.383 0.309 0.884
H19 2.525 0.802 1.844
H20 2.816 1.677 0.324
H21 4.906 1.071 1.475
H22 4.572 -0.650 1.378
H23 4.886 0.306 -0.089
Br1 -6.573 1.868 1.629
P2 -1.497 -1.409 -1.210
C20 -0.438 -2.357 -2.341
C21 -1.088 -3.636 -2.870
H24 0.486 -2.598 -1.785
H25 -0.151 -1.694 -3.176
H26 -0.369 -4.169 -3.510
H27 -1.389 -4.309 -2.055
H28 -1.973 -3.419 -3.486
C22 -2.430 -2.578 -0.154
C23 -3.831 -2.960 -0.614
H29 -2.606 -2.067 0.902
H30 -1.842 -3.482 0.048
H31 -4.320 -3.566 0.159
H32 -4.462 -2.079 -0.788
H33 -3.787 -3.552 -1.531
C24 -2.574 -0.262 -2.137
C25 -3.143 -0.811 -3.451
H34 -1.913 0.607 -2.321
H35 -3.388 0.089 -1.477
H36 -3.781 -0.043 -3.910
H37 -2.352 -1.069 -4.171
H38 -3.772 -1.699 -3.291
C26 1.254 -2.032 4.114
C27 0.054 -1.874 3.216
O1 0.012 -0.529 2.705
C28 0.149 0.653 3.584
C29 -1.043 0.703 4.487
H39 2.141 -1.699 3.584
H40 1.381 -3.074 4.376
H41 1.123 -1.471 5.035
H42 0.067 -2.546 2.335
H43 -0.891 -2.023 3.744
H44 1.087 0.578 4.138
H45 0.232 1.520 2.904
H46 -1.104 -0.186 5.116
H47 -0.997 1.566 5.135
H48 -1.962 0.809 3.908

=====

Entry 3:
A 9-piece molecular cluster, C29H48F2O27 overall at a distorted geometry. Source: the OMol25 dataset; level of theory: ωB97M-V with the def2-TZVPD basis set.

The value obtained for the frontier orbital gap is 10.835 eV. The value obtained for the lowest unoccupied orbital energy is 0.23 eV. Its SMILES is O=C1OC[C@@H](F)O1.O=C1OC[C@@H](F)O1.C[C@H]1COC(=O)O1.C[C@H]1COC(=O)O1.COC(=O)OC.COC(=O)OC.COC(=O)OC.COC(=O)OC.COC(=O)OC.

Atoms and positions in Å:
C1 -5.028 -1.882 -4.869
C2 -6.304 -1.719 -4.083
O1 -6.092 -0.476 -3.452
C3 -5.019 0.120 -3.788
O2 -4.670 1.296 -3.459
O3 -4.271 -0.743 -4.478
F1 -6.457 -2.568 -3.094
H1 -5.106 -1.853 -5.955
H2 -4.476 -2.801 -4.674
H3 -7.181 -1.770 -4.728
C4 -2.127 -1.396 1.003
C5 -1.043 -0.315 0.779
O4 -0.093 -1.003 -0.013
C6 -0.608 -1.978 -0.627
O5 -0.060 -2.651 -1.482
O6 -1.886 -2.109 -0.182
F2 -0.515 -0.033 1.974
H4 -3.120 -0.971 1.148
H5 -2.010 -2.004 1.900
H6 -1.287 0.628 0.292
C7 0.522 0.149 8.428
O7 -0.580 0.910 8.798
C8 -0.723 1.432 10.004
O8 0.096 1.509 10.907
O9 -1.788 2.135 9.962
C9 -2.013 3.057 11.005
H7 1.136 0.724 7.735
H8 0.098 -0.645 7.814
H9 1.200 -0.251 9.182
H10 -2.963 2.790 11.466
H11 -2.266 4.055 10.647
H12 -1.216 3.179 11.739
C10 -0.183 11.779 -4.184
O10 -0.477 10.509 -3.684
C11 0.364 9.508 -3.863
O11 1.389 9.531 -4.519
O12 -0.065 8.396 -3.115
C12 -1.236 8.343 -2.262
H13 -0.177 11.676 -5.269
H14 0.834 12.087 -3.939
H15 -0.755 12.639 -3.836
H16 -2.122 8.833 -2.668
H17 -1.038 8.938 -1.370
H18 -1.415 7.310 -1.966
C13 -7.218 -4.655 6.172
O13 -6.530 -4.928 4.939
C14 -6.794 -6.111 4.354
O14 -7.574 -6.993 4.782
O15 -5.946 -6.241 3.267
C15 -6.187 -7.306 2.360
H19 -6.633 -3.915 6.718
H20 -7.465 -5.521 6.786
H21 -8.139 -4.149 5.881
H22 -6.951 -7.102 1.609
H23 -6.459 -8.202 2.918
H24 -5.230 -7.679 1.996
C16 11.501 -5.259 -1.914
O16 10.213 -4.870 -1.428
C17 9.512 -3.779 -1.869
O17 9.718 -3.217 -2.973
O18 8.608 -3.419 -0.930
C18 7.571 -2.515 -1.329
H25 12.104 -5.695 -1.117
H26 11.955 -4.313 -2.210
H27 11.509 -5.929 -2.774
H28 8.043 -1.570 -1.597
H29 6.953 -2.334 -0.449
H30 6.935 -2.874 -2.139
C19 3.493 2.156 -5.018
O19 3.787 1.440 -6.199
C20 5.060 1.593 -6.651
O20 5.927 2.291 -6.113
O21 5.159 0.999 -7.861
C21 6.308 1.158 -8.675
H31 4.126 1.908 -4.166
H32 2.483 1.938 -4.670
H33 3.472 3.241 -5.128
H34 6.127 0.687 -9.641
H35 7.162 0.647 -8.230
H36 6.488 2.212 -8.885
C22 -0.684 -8.834 -3.504
C23 0.274 -8.767 -4.776
C24 1.686 -9.081 -4.405
O22 1.986 -9.966 -5.394
C25 1.006 -10.297 -6.166
O23 1.135 -11.102 -7.100
O24 -0.110 -9.752 -5.702
H37 -0.536 -9.754 -2.938
H38 -1.763 -8.883 -3.654
H39 -0.598 -7.948 -2.875
H40 0.164 -7.774 -5.213
H41 1.787 -9.585 -3.444
H42 2.229 -8.135 -4.409
C26 -0.935 9.419 4.814
C27 -0.878 7.982 5.377
C28 -1.731 7.719 6.575
O25 -2.379 6.464 6.266
C29 -2.302 6.289 4.933
O26 -2.931 5.476 4.259
O27 -1.588 7.253 4.447
H43 -1.964 9.779 4.807
H44 -0.381 9.529 3.882
H45 -0.470 10.054 5.568
H46 0.157 7.641 5.373
H47 -2.431 8.531 6.776
H48 -1.101 7.686 7.464